1.
C40H50AlClNO2Se | ωB97M-V/def2-TZVPD

Values from the calculation:
- energy relative to the best compared isomer or geometry (same formula, charge and spin) (kcal per mole) = 32.06
- HOMO-LUMO gap (eV) = 5.3
- largest force on an atom (eV/A) = 0.315
- E (eV) = -132348.583

Structure (ORCA input):
```
! RIJCOSX wB97M-V def2-TZVPD def2/J DEFGRID3
* xyz -1 1
Al -1.57203 -0.72420 -1.46828
C 3.13734 -4.35647 3.40279
C 2.57473 -2.96483 3.72684
C 3.71988 -2.05114 4.18574
C 1.58854 -3.10748 4.88640
C 1.91219 -2.37761 2.48239
C 0.56856 -2.04886 2.41763
C 0.04355 -1.52007 1.25000
Se -1.79456 -1.00122 1.13311
C -1.48280 0.90048 1.21046
C -1.34520 1.47642 2.46321
C -1.04135 2.82030 2.60206
C -0.87007 3.55122 1.42485
C -0.99709 3.01235 0.15284
C -1.33510 1.64005 0.01904
O -1.51732 1.09905 -1.15864
C -0.75379 3.85296 -1.10261
C -2.02050 3.90081 -1.97151
C 0.41090 3.24652 -1.90300
C -0.37447 5.29856 -0.76719
C -0.88813 3.42651 3.99615
C -2.19422 3.24611 4.78268
C -0.56704 4.92109 3.94663
C 0.25150 2.71881 4.74282
C 0.80430 -1.28891 0.08936
O 0.22028 -0.80341 -0.97372
C 2.18217 -1.62725 0.14228
C 2.66997 -2.14947 1.33239
C 3.18101 -1.46457 -1.01682
C 3.76996 -2.84187 -1.36180
C 4.31224 -0.52748 -0.56313
C 2.60868 -0.88565 -2.31669
H 3.62385 -4.78703 4.28250
H 3.87249 -4.31088 2.59809
H 2.33726 -5.02800 3.08580
H 4.20079 -2.45969 5.07885
H 3.34288 -1.05407 4.42121
H 4.48172 -1.94578 3.41206
H 2.10302 -3.51987 5.75714
H 0.76721 -3.78030 4.63240
H 1.16633 -2.14213 5.17290
H -0.08824 -2.18713 3.26637
H -1.47075 0.84723 3.33757
H -0.61829 4.59743 1.50729
H -2.32800 2.90298 -2.27621
H -1.83218 4.49868 -2.86751
H -2.84108 4.36576 -1.41932
H 0.19745 2.21984 -2.19079
H 1.32482 3.25434 -1.30340
H 0.58973 3.83581 -2.80685
H -1.16908 5.81101 -0.21979
H -0.20669 5.84484 -1.69766
H 0.54463 5.35304 -0.17903
H -3.02011 3.74671 4.27386
H -2.09880 3.66838 5.78702
H -2.45460 2.19167 4.88302
H -1.35389 5.48374 3.44033
H 0.37697 5.11195 3.43236
H -0.47819 5.30901 4.96395
H 0.05995 1.64919 4.83988
H 0.36792 3.13524 5.74748
H 1.19409 2.83994 4.20571
H 3.72375 -2.40354 1.36896
H 4.27370 -3.30210 -0.50972
H 4.49814 -2.74344 -2.17114
H 2.97829 -3.51587 -1.69559
H 4.83063 -0.90500 0.32029
H 3.91184 0.45954 -0.32350
H 5.04759 -0.41403 -1.36402
H 1.82392 -1.51462 -2.73222
H 3.42374 -0.82108 -3.04429
H 2.19572 0.11056 -2.17059
C -0.10939 -4.35932 -2.92586
C -0.64548 -4.51046 -4.23086
C -1.48191 -3.57061 -4.72157
C -1.86656 -2.40228 -3.95962
N -1.24817 -2.23710 -2.71233
C -0.43209 -3.22437 -2.25374
C -2.79162 -1.48412 -4.43026
C -3.48164 -1.66997 -5.66984
C -4.40609 -0.81188 -6.15671
C -4.74349 0.37216 -5.39793
C -4.15400 0.62938 -4.22755
C -3.12202 -0.26339 -3.59583
H 0.53902 -5.09609 -2.47465
H -0.39130 -5.37408 -4.83458
H -1.87865 -3.69504 -5.71599
H -0.02611 -3.07270 -1.26505
H -3.27773 -2.56071 -6.24858
H -4.91241 -1.01608 -7.09112
H -5.49278 1.05549 -5.78395
H -4.41870 1.51759 -3.66141
Cl -4.54639 -2.00996 -1.95142
C -3.43796 -0.58733 -2.11613
H -3.98952 0.24769 -1.68399
H -2.18570 0.35012 -3.52070
*
```

=====

2.
C4H26O10V | ωB97M-V/def2-TZVPD

Values from the calculation:
- HOMO-LUMO gap (spin up / spin down) (eV) = 7.4 / 7.6
- largest force on an atom (eV/A) = 4.917
- E (eV) = -50729.987
- <S²> = 3.760

Structure (ORCA input):
```
! RIJCOSX wB97M-V def2-TZVPD def2/J DEFGRID3
* xyz 0 4
V 2.86956 1.01947 0.53908
C -1.24199 0.18945 0.37373
C -0.03350 -0.41331 -0.44099
O 1.25903 -0.44110 0.03407
H -1.71554 -0.36157 1.18627
H -2.06547 0.30659 -0.33072
H -0.94521 1.14514 0.80579
H -0.07001 -0.04650 -1.46677
H -0.30080 -1.45717 -0.60535
C 0.03804 3.79903 -0.52965
C 1.52535 3.85580 -1.03836
O 2.30752 2.74892 -0.67861
H -0.09991 3.65228 0.54158
H -0.40138 2.99235 -1.11639
H -0.55093 4.68825 -0.75440
H 1.96047 4.79529 -0.69757
H 1.45153 3.77582 -2.12292
O -1.55616 -3.60787 0.93700
H -1.00345 -3.35141 1.67521
H -2.08307 -2.83084 0.75037
O 1.14058 -3.43307 -0.56306
H 1.32152 -2.51136 -0.37881
H 0.28473 -3.59373 -0.16563
O 0.57328 -4.01072 -3.28240
H 0.49682 -3.48135 -2.48858
H -0.18564 -4.59347 -3.25627
O 0.90791 -1.09583 2.91529
H 0.62609 -0.85274 2.03341
H 1.23143 -1.99220 2.82530
O 1.98264 1.73201 2.39532
H 2.47459 2.27340 3.01266
H 1.18010 1.50266 2.86387
O -1.55972 -0.06056 4.35628
H -1.30077 0.85730 4.43822
H -0.93060 -0.43317 3.73853
O 1.62500 1.35602 -3.61990
H 1.36339 0.53623 -3.20070
H 1.88162 1.92532 -2.89445
O -4.12849 -1.88093 -2.09532
H -4.20422 -1.03319 -2.53330
H -4.12431 -1.66925 -1.16182
*
```